The following is a DFT calculation (ωB97M-V/def2-TZVPD) of a cluster of 2 separate species, C4H8N2 in total in a non-equilibrium geometry.

```
14
Properties=species:S:1:pos:R:3:forces:R:3:mulliken_charge:R:1
C -2.892 0.057 -0.072 2.482 -0.013 0.054 -0.29
C 0.112 1.198 0.570 3.686 2.366 0.512 -1.30
C 0.209 -1.332 0.436 -0.509 1.647 2.799 -1.54
C -0.092 -0.005 -0.191 0.405 -0.358 -2.450 1.07
N -4.035 -0.008 0.021 -1.567 -0.069 0.072 -0.44
N -0.126 0.132 -1.555 0.267 0.247 4.115 -0.37
H -0.022 2.177 0.095 0.355 -0.516 -0.859 0.39
H -0.517 1.371 1.338 -2.708 -0.527 2.668 0.39
H 1.121 1.280 1.202 -1.603 -0.730 -1.801 0.27
H -0.406 -2.072 0.119 -2.392 -2.020 -1.286 0.46
H 0.124 -1.405 1.574 0.004 0.850 -1.576 0.32
H 1.147 -1.728 0.213 2.068 0.062 -0.664 0.47
H -0.459 -0.689 -2.006 -0.356 -0.189 -0.978 0.30
H -0.393 1.083 -1.807 -0.132 -0.752 -0.606 0.28
```
Positions in Å, forces in eV/Å.

- energy relative to the best compared isomer or geometry (same formula, charge and spin) (kcal per mole) = 80.11
- M (Da) = 84.1
- Kohn-Sham gap (eV) = 7.61